13
Properties=species:S:1:pos:R:3:forces:R:3:mulliken_charge:R:1 method="wB97M-V/def2-TZVPD" max_force_ev_per_a=6.89 lumo_ev=0.444 total_energy_ha=-410.868944
C -0.4185 -0.1219 -0.1855 0.27 1.24 -2.15 0.313
H 2.2868 -0.0949 -0.7142 -2.53 -2.83 2.66 0.349
H 2.1020 -1.9865 -0.0075 -0.82 4.97 1.46 0.347
H -2.1871 -1.3571 -0.4443 0.90 0.52 0.58 0.269
H -1.8625 -0.0045 1.4343 -3.34 3.27 -3.32 0.398
H -0.6513 1.8717 -0.7955 2.42 -1.73 0.87 0.290
H 1.5781 0.6097 0.5636 -0.34 4.05 0.19 0.550
N 1.7039 -0.8088 0.2699 2.99 -3.37 -4.63 -0.696
N 0.3145 -1.0907 0.1155 1.46 -1.00 0.89 -0.354
N -1.7645 -0.4218 -0.4434 -0.67 3.49 -0.01 -0.263
N 0.1601 1.1478 -0.5967 -2.93 0.94 -0.11 -0.298
O -2.4548 0.5434 0.5001 3.38 -4.95 3.40 -0.430
O 1.1934 1.7137 0.3037 -0.78 -4.60 0.17 -0.476